DFT (wB97M-V/def2-TZVPD) results for a molecular structure, C3H8NiO3 at a distorted geometry.

Each line ends with the natural charge from an NBO analysis.
Atoms and positions in Å:
O: 0.48 -2.14 -0.34  -0.90
C: 0.95 -1.13 -1.18  -0.09
C: 1.11 0.17 -0.39  -0.10
O: -0.14 0.41 0.27  -0.60
C: -0.20 1.59 1.05  -0.25
Ni: -0.93 -1.35 0.61  1.42
H: 1.95 -1.37 -1.60  0.17
H: 1.34 1.02 -1.04  0.18
H: 1.88 0.06 0.40  0.18
H: 0.11 2.45 0.44  0.19
H: -1.24 1.72 1.37  0.21
H: 0.45 1.50 1.93  0.18
O: -2.69 -1.37 0.21  -1.21
H: 0.21 -0.94 -2.04  0.16
H: -3.28 -0.63 0.32  0.46

Results
- 2S+1: 3
- Molecular weight: 150.8 g/mol
- Energy relative to the best compared isomer or geometry (same formula, charge and spin): 0.0 kcal/mol
- Frontier orbital gap (alpha / beta): 9.578 / 9.446 eV
- HOMO level (alpha / beta): -9.28 / -9.12 eV
- ⟨S²⟩: 2.01


DFT (wB97M-V/def2-TZVPD) results for 2 unconnected molecules or ions with the total composition CH2FNO.

Each line ends with the natural charge from an NBO analysis.
Atoms and positions in Å:
C: -0.65 -0.52 -0.85  0.72
N: 1.70 1.34 1.66  -0.20
O: -0.04 -0.21 -1.79  -0.50
F: -1.20 0.38 -0.02  -0.35
H: -0.88 -1.53 -0.46  0.12
H: 1.08 0.55 1.46  0.21

Results
- Molecular weight: 63.0 g/mol
- Energy relative to the best compared isomer or geometry (same formula, charge and spin): 116.8 kcal/mol
- Frontier orbital gap (alpha / beta): 10.180 / 10.171 eV
- HOMO level (alpha / beta): -11.40 / -11.39 eV


DFT (wB97M-V/def2-TZVPD) results for C6H7NO in the gas phase at a distorted geometry.

Each line ends with the natural charge from an NBO analysis.
Atoms and positions in Å:
C: 1.22 0.61 -0.01  0.24
C: 2.05 -0.42 -0.19  -0.38
C: 1.14 -1.53 0.00  -0.03
C: -0.22 0.27 0.17  -0.01
C: -1.43 1.03 -0.09  -0.21
C: -2.49 0.12 -0.18  -0.42
H: 2.48 1.89 -0.13  0.47
H: 3.24 -0.48 -0.68  0.25
H: 1.18 -2.55 0.08  0.20
H: -0.89 -1.67 0.74  0.42
H: -1.69 2.07 0.21  0.25
H: -2.55 -0.89 -0.03  0.18
H: -3.43 0.66 -0.24  0.19
N: -0.15 -1.10 0.19  -0.49
O: 1.54 1.99 0.17  -0.67

Results
- Molecular weight: 109.1 g/mol
- SMILES string: C=Cc1[nH]ccc1O
- Energy relative to the best compared isomer or geometry (same formula, charge and spin): 80.2 kcal/mol
- Frontier orbital gap: 7.837 eV
- HOMO level: -7.13 eV


DFT (wB97M-V/def2-TZVPD) results for 28 unconnected molecules or ions with the total composition H56O28 at a distorted geometry.

Each line ends with the Löwdin charge.
Atoms and positions in Å:
O: -4.77 1.62 0.75  -0.05
H: -5.23 2.44 0.59  0.05
H: -4.06 1.93 1.32  0.01
O: -0.23 -1.50 -0.81  -0.03
H: -0.66 -1.94 -1.56  0.05
H: -0.78 -1.56 -0.05  -0.01
O: 2.46 0.66 3.45  -0.04
H: 3.29 0.20 3.37  0.01
H: 1.86 -0.07 3.68  0.00
O: 1.80 -4.26 -2.61  -0.05
H: 2.35 -5.01 -2.79  0.06
H: 2.34 -3.44 -2.57  0.01
O: -1.42 3.44 -2.27  -0.07
H: -1.73 3.49 -1.35  0.01
H: -2.29 3.23 -2.72  0.09
O: -3.09 4.90 4.19  -0.04
H: -3.18 5.80 3.84  0.06
H: -3.99 4.59 4.06  0.05
O: 3.22 1.43 -0.68  -0.08
H: 2.60 2.00 -1.20  0.06
H: 2.61 0.67 -0.46  0.05
O: 1.33 -4.07 0.22  -0.05
H: 1.01 -3.20 -0.08  0.00
H: 1.48 -4.47 -0.64  0.02
O: -0.29 1.44 0.34  -0.02
H: 0.05 1.64 -0.52  0.01
H: 0.36 1.77 0.96  0.02
O: 3.13 -2.00 -2.14  -0.09
H: 3.10 -1.98 -1.11  0.11
H: 3.64 -1.20 -2.44  0.03
O: -3.89 -1.20 2.23  -0.07
H: -3.89 -1.75 1.44  -0.01
H: -4.66 -0.61 2.21  0.04
O: -3.43 -2.69 -2.40  -0.02
H: -2.64 -3.02 -2.81  -0.01
H: -3.39 -1.79 -2.14  -0.01
O: 4.41 0.39 -3.07  -0.05
H: 4.03 0.80 -2.27  0.02
H: 4.34 1.03 -3.77  0.05
O: -5.45 1.79 -3.68  -0.05
H: -5.18 1.03 -3.17  0.00
H: -5.51 1.37 -4.54  0.04
O: 1.09 -0.68 -3.84  -0.03
H: 1.89 -1.00 -3.44  -0.01
H: 1.42 -0.52 -4.72  0.05
O: -0.77 4.27 2.59  -0.08
H: -1.23 4.48 3.43  0.03
H: 0.10 3.84 2.73  0.01
O: 1.04 2.08 -2.28  -0.04
H: 0.69 1.25 -2.64  0.05
H: 0.35 2.70 -2.34  -0.01
O: 1.62 2.87 2.27  -0.07
H: 2.39 3.36 1.99  0.03
H: 1.98 2.09 2.74  0.01
O: 1.86 -0.81 0.56  -0.09
H: 1.04 -0.98 0.00  0.01
H: 1.66 -0.17 1.26  0.04
O: 4.55 2.65 1.30  -0.08
H: 5.29 2.21 1.65  0.01
H: 4.02 2.01 0.70  0.02
O: -0.90 -3.63 -3.31  -0.07
H: -0.72 -2.97 -3.98  0.04
H: 0.03 -3.91 -3.05  0.04
O: -2.38 3.22 0.54  -0.10
H: -1.75 2.48 0.54  0.00
H: -1.97 3.77 1.25  0.03
O: -3.45 0.16 -1.62  -0.02
H: -3.93 0.75 -1.05  0.01
H: -2.83 0.69 -2.10  0.04
O: -3.30 -3.07 0.33  -0.04
H: -3.42 -3.07 -0.64  0.03
H: -3.54 -3.93 0.66  0.08
O: 3.58 -2.72 1.73  -0.10
H: 2.93 -2.02 1.73  -0.01
H: 3.04 -3.47 1.27  0.07
O: -1.15 -1.91 1.64  -0.06
H: -1.69 -1.24 2.07  0.05
H: -1.78 -2.45 1.10  0.04
O: 0.55 -1.22 3.79  -0.06
H: -0.21 -0.86 4.26  0.06
H: 0.14 -1.63 2.96  0.05
O: 4.82 -1.14 3.60  -0.06
H: 4.55 -1.44 4.48  0.05
H: 4.75 -1.91 3.01  0.01

Results
- Molecular weight: 504.4 g/mol
- Energy relative to the best compared isomer or geometry (same formula, charge and spin): 2.3 kcal/mol
- Frontier orbital gap: 10.461 eV
- HOMO level: -10.55 eV